Entry w
C7H9N3O2 | ωB97M-V with the def2-TZVPD basis set

Its SMILES is CN1C(=O)N(C#N)C(C)(C)C1=O. The HOMO energy is -9.959 eV. The LUMO energy comes out at 0.0176 hartree. The spin multiplicity is 1. The calculation puts the HOMO-LUMO gap at 10.44 eV.

Each line ends with the natural charge from an NBO analysis.
Positions of all 21 atoms, in Å:
C: -2.54 -0.56 -0.23  0.43
C: 1.00 0.30 0.05  0.69
C: -0.92 1.47 -0.21  0.85
C: -0.01 -0.83 0.09  0.06
C: 0.05 -1.80 -1.22  -0.59
C: 0.11 -1.68 1.39  -0.63
C: 1.21 2.79 -0.03  -0.41
N: -3.52 -1.12 -0.24  -0.34
N: -1.28 -0.10 -0.02  -0.55
N: 0.43 1.57 -0.08  -0.47
O: 2.19 0.08 0.18  -0.56
O: -1.72 2.33 -0.44  -0.54
H: -0.78 -2.51 -1.05  0.23
H: 1.05 -2.27 -1.14  0.23
H: -0.11 -1.12 -1.99  0.21
H: -0.64 -1.15 2.09  0.23
H: 1.20 -1.69 1.78  0.25
H: -0.14 -2.71 1.20  0.22
H: 1.84 2.82 0.97  0.23
H: 2.04 2.69 -0.73  0.23
H: 0.52 3.48 -0.35  0.24

Entry x
C7H9N3O2 | ωB97M-V with the def2-TZVPD basis set

Its SMILES is [H]/N=C(/CC)C(=O)O.N#CC=C=N. The HOMO energy is -9.620 eV. The LUMO energy comes out at 0.0204 hartree. The spin multiplicity is 1. The calculation puts the HOMO-LUMO gap at 10.18 eV.

Each line ends with the natural charge from an NBO analysis.
Positions of all 21 atoms, in Å:
C: 0.97 3.19 -0.35  0.54
C: -0.72 2.54 -1.82  0.29
C: -0.29 -0.53 -0.83  0.71
C: -0.87 -2.90 1.20  -0.60
C: -0.39 -1.44 1.60  -0.46
C: -0.30 3.06 -0.59  -0.59
C: 0.46 -0.83 0.48  0.21
N: 2.14 3.33 -0.19  -0.59
N: -1.15 2.10 -2.77  -0.34
N: 1.69 -0.74 0.55  -0.58
O: 0.39 -0.46 -1.96  -0.68
O: -1.45 -0.29 -0.73  -0.57
H: -0.19 -3.79 1.35  0.22
H: -1.15 -2.90 0.13  0.21
H: -1.72 -2.96 1.84  0.21
H: -1.29 -0.93 1.92  0.23
H: 0.23 -1.45 2.56  0.23
H: -0.88 3.12 0.32  0.29
H: 2.12 -0.45 -0.32  0.35
H: -0.33 -0.46 -2.72  0.53
H: 2.70 2.77 0.37  0.40

Which structure is the most stable? The one labeled entry w.

Entry w
C2H4OS | ωB97M-V with the def2-TZVPD basis set

The HOMO energy (alpha / beta) is -7.397 / -7.560 eV. The LUMO energy (alpha / beta) comes out at 0.0250 / 0.0233 hartree. The spin multiplicity is 1. The calculation puts the HOMO-LUMO gap (alpha / beta) at 8.08 / 8.19 eV.

Each line ends with the natural charge from an NBO analysis.
Positions of all 8 atoms, in Å:
C: -1.65 -0.70 0.00  -0.12
C: 0.54 0.52 0.04  -0.05
O: -0.40 -0.40 -0.05  -0.40
S: 2.31 -0.16 0.05  -0.08
H: -1.92 -1.60 -0.52  0.17
H: -2.42 -0.06 0.40  0.15
H: 0.37 1.61 0.43  0.18
H: 3.18 0.79 -0.34  0.14

Entry x
C2H4OS | ωB97M-V with the def2-TZVPD basis set

Its SMILES is O[C@H]1CS1. The HOMO energy is -8.812 eV. The LUMO energy comes out at 0.0286 hartree. The spin multiplicity is 1. The calculation puts the HOMO-LUMO gap at 9.59 eV.

Each line ends with the natural charge from an NBO analysis.
Positions of all 8 atoms, in Å:
C: -0.23 0.83 -0.09  -0.59
C: 0.21 -0.39 0.53  0.18
O: 0.93 -1.31 -0.19  -0.65
S: -1.80 -0.11 0.01  -0.11
H: -0.19 1.88 0.27  0.25
H: 0.31 0.95 -1.08  0.21
H: 0.09 -0.71 1.59  0.24
H: 0.69 -1.13 -1.05  0.47

Entry y
C2H4OS | ωB97M-V with the def2-TZVPD basis set

The HOMO energy (alpha / beta) is -8.528 / -8.526 eV. The LUMO energy (alpha / beta) comes out at -0.0516 / -0.0515 hartree. The spin multiplicity is 1. The calculation puts the HOMO-LUMO gap (alpha / beta) at 7.12 / 7.13 eV.

Each line ends with the natural charge from an NBO analysis.
Positions of all 8 atoms, in Å:
C: -0.84 -0.23 0.73  0.20
C: 1.03 0.01 -0.73  -0.28
O: 0.21 0.34 0.41  -0.43
S: -2.93 1.10 2.53  -0.17
H: -1.18 -1.07 0.08  0.08
H: 1.01 0.87 -1.41  0.21
H: 0.65 -0.88 -1.24  0.19
H: 2.04 -0.15 -0.37  0.21

Which structure is the most stable? The one labeled entry x.